No. 1
The following is a DFT calculation (ωB97M-V/def2-TZVPD) of an isolated ion of composition C5H6N3O4S and charge -1 at a distorted geometry.

Output
highest occupied orbital energy (alpha / beta)	-4.11 / -4.43	eV
calculated total energy	-28774.068	eV
HOMO-LUMO gap (alpha / beta)	6.916 / 6.907	eV

```
! RIJCOSX wB97M-V def2-TZVPD def2/J DEFGRID3
* xyz -1 1
H 0.186 1.638 -1.679
C 0.827 0.980 0.245
H 1.726 0.952 -1.595
C 1.714 0.358 1.013
H -2.665 -2.259 -0.159
S 3.427 -0.003 0.658
O 3.919 -1.086 1.508
N -1.699 -0.467 -0.091
H -3.848 -0.761 -0.229
N -0.409 1.273 0.817
C -2.909 -1.239 0.160
N 1.008 1.455 -1.028
C -1.486 0.714 0.670
O 3.147 -0.229 -0.775
O -0.874 -1.675 -1.851
O 4.090 1.248 0.942
H -2.993 -1.121 1.156
C -0.791 -0.749 -1.057
H -2.370 0.969 1.297
*
```

No. 2
The following is a DFT calculation (ωB97M-V/def2-TZVPD) of C24H36FN6SSiTl as an isolated structure.

Output
highest occupied orbital energy (alpha / beta)	-6.97 / -6.97	eV
calculated total energy	-60535.849	eV
HOMO-LUMO gap (alpha / beta)	5.600 / 6.468	eV

```
! RIJCOSX wB97M-V def2-TZVPD def2/J DEFGRID3
* xyz 0 1
H -2.448 -4.101 -1.707
H -3.602 -0.488 -1.516
C 3.356 3.424 -0.672
H 1.063 5.052 0.959
N 3.239 -2.655 -5.131
C 3.483 -1.730 -4.260
H 1.488 3.719 2.036
C -2.646 -0.589 1.285
C 2.662 -1.174 2.878
C 1.345 -0.804 0.923
H -4.111 2.362 2.592
C -3.023 2.387 2.503
C 2.631 0.967 1.759
N 2.399 -1.548 -3.434
N 1.251 1.323 -0.265
C -2.375 1.171 3.177
H 2.843 0.176 -2.551
H -0.366 0.405 3.567
H 3.770 0.547 3.513
H -2.643 1.183 4.237
C -2.818 -2.305 -0.585
H 3.719 2.893 -1.557
H 1.390 -2.658 1.944
H -0.507 1.295 2.053
C 0.611 3.684 -1.848
H 2.981 1.990 1.725
C 1.771 -1.645 1.922
C -0.851 1.256 3.086
C 4.731 -0.937 -4.157
H 0.885 3.178 -2.779
H -5.189 -2.530 3.455
H 1.531 -3.802 -5.353
H -3.212 -1.782 -2.652
H -0.109 3.770 1.292
H -1.765 -2.033 -0.712
C -3.226 -1.835 0.788
H 3.999 3.144 0.164
H 2.471 -1.065 -1.505
S -0.089 -2.659 -3.080
C -4.469 -1.994 2.851
H -2.767 2.414 1.442
H -2.439 -4.357 0.039
H -4.665 -1.895 -1.643
C 1.404 -2.426 -3.790
H 5.419 -1.274 -4.927
N 1.976 -3.079 -4.816
C -4.129 -2.485 1.584
C -2.967 -0.105 2.630
H -4.582 -3.404 1.233
H -4.137 -0.489 4.350
H -0.472 3.600 -1.724
N -1.856 0.081 0.530
C 1.730 0.540 0.754
N 2.256 -0.633 -2.398
C 0.951 3.977 1.121
F 0.446 -1.328 0.024
H 3.009 -1.818 3.673
C -2.929 -3.814 -0.771
H 3.490 4.495 -0.848
C -3.877 -0.829 3.355
H 0.838 4.746 -1.975
C -3.623 -1.568 -1.664
Tl -0.468 0.506 -1.768
H -2.662 3.309 2.961
H -3.971 -4.138 -0.822
H 4.538 0.127 -4.304
H 5.197 -1.066 -3.179
H -0.507 2.167 3.579
Si 1.548 3.009 -0.369
C 3.081 0.145 2.780
*
```

No. 3
The following is a DFT calculation (ωB97M-V/def2-TZVPD) of C2H4N2O2 as an isolated structure at a distorted geometry.

Output
highest occupied orbital energy	3.20	eV
calculated total energy	-9204.103	eV
HOMO-LUMO gap	4.585	eV

```
! RIJCOSX wB97M-V def2-TZVPD def2/J DEFGRID3
* xyz -2 1
H -0.330 -1.594 0.002
N 1.613 -0.787 -0.383
O 2.545 -1.627 0.124
N 1.789 0.742 -0.651
C 0.305 -0.709 0.270
O 2.313 1.675 0.459
H -0.219 1.393 0.086
H -0.222 0.538 -1.442
C 0.228 0.623 -0.499
H 0.240 -0.556 1.371
*
```

No. 4
The following is a DFT calculation (ωB97M-V/def2-TZVPD) of an isolated ion of composition C4H11N2O and charge +2 at a distorted geometry.

Output
highest occupied orbital energy (alpha / beta)	-21.79 / -21.81	eV
calculated total energy	-9333.027	eV
HOMO-LUMO gap (alpha / beta)	12.133 / 7.500	eV

```
! RIJCOSX wB97M-V def2-TZVPD def2/J DEFGRID3
* xyz 2 2
H -2.244 -1.794 -0.382
H 1.559 2.023 1.480
H -0.289 2.240 -0.811
C -1.496 -1.514 -1.123
H -1.229 0.613 0.633
H -1.804 -0.650 -1.705
C -0.258 0.299 0.242
H 1.243 1.510 -0.666
H 0.571 -1.141 -0.954
C 0.630 0.223 1.511
H 2.469 0.856 2.290
N -0.254 -1.119 -0.357
H -1.358 -2.385 -1.758
H 0.273 0.908 -1.879
C 0.169 1.253 -0.847
O 0.420 -0.579 2.371
N 1.797 1.024 1.523
H -0.200 -1.765 0.434
*
```

No. 5
The following is a DFT calculation (ωB97M-V/def2-TZVPD) of C3H7AlF2INO4P as an isolated structure.

Output
highest occupied orbital energy	-5.82	eV
calculated total energy	-42336.578	eV
HOMO-LUMO gap	8.779	eV

```
! RIJCOSX wB97M-V def2-TZVPD def2/J DEFGRID3
* xyz -1 1
O 1.942 1.112 0.243
H -3.493 0.019 -0.985
P -1.619 -0.650 -0.338
C 1.718 -1.184 -0.520
H 2.132 -1.913 0.173
H 0.949 -1.679 -1.111
C 1.171 -0.010 0.283
I 1.970 3.123 3.235
O -0.548 1.411 1.079
N -1.597 -1.450 -1.677
O -2.934 0.271 -0.245
F 1.158 -0.474 1.639
F 0.733 3.707 0.019
H -1.957 -2.516 0.565
Al 0.947 2.388 1.037
H -0.807 -1.253 -2.274
H 2.508 -0.832 -1.182
O -1.769 -1.642 0.919
H -0.221 1.071 -0.905
C -0.283 0.502 0.045
*
```

No. 6
The following is a DFT calculation (ωB97M-V/def2-TZVPD) of an isolated ion of composition C3H7N2 and charge +1 at a distorted geometry.

Output
highest occupied orbital energy	-14.14	eV
calculated total energy	-6192.949	eV
HOMO-LUMO gap	10.171	eV
structure (SMILES)	N/C=C1\C[NH2+]1

```
! RIJCOSX wB97M-V def2-TZVPD def2/J DEFGRID3
* xyz 1 1
N 1.178 0.665 -0.995
H -0.572 1.659 -1.850
H 2.097 0.093 -1.282
C 0.062 0.115 -0.283
H -0.861 -1.598 2.741
C -0.124 0.628 -1.599
C -0.358 -0.322 1.042
H 1.495 1.673 -0.786
H -2.055 -1.459 1.626
H -0.151 -0.155 -2.334
H 0.692 -0.426 1.541
N -1.403 -0.873 2.180
*
```